[1]
Computed, not measured: a molecular structure, C16H14BF5N6OSn in a non-equilibrium geometry, with ωB97M-V with the def2-TZVPD basis set.

Element x y z (Å)
H (-0.24224, -0.42779, -3.64684)
N (0.20252, 1.03208, -2.12299)
B (0.97462, 3.00519, -0.71972)
N (0.65202, 2.33884, -2.11685)
C (0.73474, 2.74749, -3.39937)
Sn (0.30686, -0.17968, -0.40649)
H (1.10230, 3.72458, -3.68528)
C (0.34993, 1.68482, -4.22480)
H (0.30548, 1.68511, -5.29545)
C (0.05777, 0.59252, -3.39840)
H (1.22788, 4.16814, -0.83309)
C (0.73872, -2.19356, 3.08998)
H (-0.10608, -2.49050, 3.75535)
H (0.30768, -1.60005, 2.23982)
H (1.41960, -1.46467, 3.56290)
N (2.17231, 2.28503, -0.01502)
N (-0.26123, 2.78141, 0.21630)
N (2.12570, 0.97146, 0.34908)
N (-0.77770, 1.53164, 0.46903)
C (3.34967, 2.81734, 0.37847)
C (-0.94751, 3.71233, 0.91565)
H (3.56691, 3.86361, 0.19604)
H (-0.61912, 4.75515, 0.92854)
C (4.08066, 1.81156, 0.99953)
C (-1.96822, 3.06166, 1.60094)
C (3.27823, 0.65434, 0.97859)
C (-1.83686, 1.68850, 1.30718)
H (5.07817, 1.92987, 1.38973)
H (-2.68785, 3.56317, 2.23768)
H (3.51439, -0.32741, 1.36776)
H (-2.49167, 0.89508, 1.65421)
H (1.26363, -3.12548, 2.75659)
F (-2.33740, -6.47796, 0.39701)
C (-2.18241, -5.16426, 0.19782)
C (-1.41339, -4.71775, -0.88031)
F (-0.92265, -5.59474, -1.78523)
C (-1.27131, -3.35313, -1.07606)
F (-0.43162, -2.86390, -2.03919)
C (-1.93898, -2.38930, -0.27315)
O (-1.73223, -1.08702, -0.42968)
C (-2.76275, -2.89628, 0.76700)
F (-3.37325, -1.99667, 1.57273)
C (-2.86276, -4.25550, 1.00814)
F (-3.64254, -4.69528, 2.01188)

E_tot (Ha): -1760.3999
Frontier orbital gap (Ha): 0.28134
Largest force on an atom (eV Å⁻¹): 3.605
Multiplicity: 1

Atomic partial charges in e from the Löwdin method, atoms 1 to 6: atom 1 (H): 0.13, atom 2 (N): -0.14, atom 3 (B): -0.47, atom 4 (N): 0.01, atom 5 (C): -0.04, atom 6 (Sn): 1.28


[2]
Computed, not measured: a molecular structure, C16H14BF5N6OV in a non-equilibrium geometry, with ωB97M-V with the def2-TZVPD basis set.

Element x y z (Å)
H (-0.30877, 2.62712, 1.08772)
N (-0.18245, 1.44826, -0.64715)
B (0.62204, 0.49808, -2.95066)
N (0.43212, 1.63364, -1.91955)
C (0.91357, 2.85581, -1.99880)
V (-0.71877, -0.63830, -0.26284)
H (1.41836, 3.06736, -2.92889)
C (0.67687, 3.49879, -0.76714)
H (0.98119, 4.48355, -0.54853)
C (0.05580, 2.61806, 0.08678)
H (1.05399, 0.86767, -4.03107)
C (-0.79849, -2.41893, 0.10119)
H (-1.26221, -2.01666, 1.05854)
H (-0.16091, -3.20333, 0.25411)
H (-1.63286, -2.78042, -0.47450)
N (-0.78379, -0.09869, -3.07064)
N (1.53039, -0.52160, -2.26413)
N (-1.45473, -0.58902, -1.87733)
N (1.13856, -0.99451, -1.01772)
C (-1.60358, -0.18211, -4.11550)
C (2.72623, -1.02063, -2.61194)
H (-1.26778, 0.26308, -5.05257)
H (3.15207, -0.63254, -3.53225)
C (-2.79814, -0.76092, -3.68831)
C (3.12746, -1.88328, -1.60136)
C (-2.68234, -1.02018, -2.31679)
C (2.11944, -1.84068, -0.62095)
H (-3.66014, -0.91867, -4.30967)
H (4.05482, -2.43051, -1.62240)
H (-3.37259, -1.55389, -1.66850)
H (2.05373, -2.39231, 0.30996)
H (-1.19125, 1.34325, -0.63011)
F (-0.85991, 0.78005, 7.04033)
C (-0.52860, 0.45350, 5.78538)
C (-1.34794, 0.89762, 4.75706)
F (-2.53233, 1.47210, 5.00375)
C (-0.93710, 0.74843, 3.46098)
F (-1.72907, 1.24648, 2.47734)
C (0.23941, 0.05160, 3.09056)
O (0.48690, -0.12696, 1.88206)
C (1.03355, -0.45882, 4.18660)
F (2.05398, -1.30421, 3.90934)
C (0.63607, -0.26065, 5.50265)
F (1.30723, -0.80661, 6.53492)

E_tot (Ha): -2489.3087
Frontier orbital gap (alpha / beta) (Ha): 0.13385 / 0.13487
Largest force on an atom (eV Å⁻¹): 6.420
Charge: +2
Multiplicity: 2
⟨S²⟩: 0.77

Atomic partial charges in e from the Löwdin method, atoms 1 to 6: atom 1 (H): 0.14, atom 2 (N): -0.02, atom 3 (B): -0.48, atom 4 (N): 0.06, atom 5 (C): 0.08, atom 6 (V): 1.03


[3]
Computed, not measured: a molecular structure, C16H14BF5N6Os in a non-equilibrium geometry, with ωB97M-V with the def2-TZVPD basis set.

Element x y z (Å)
C (0.72186, 2.71025, 0.37493)
N (0.89329, 1.46802, -0.17866)
N (1.08386, 1.61897, -1.56881)
C (1.00035, 2.94122, -1.84107)
C (0.80031, 3.66245, -0.65484)
B (1.19355, 0.29994, -2.44052)
N (2.22130, -0.62933, -1.74578)
N (2.00601, -0.99107, -0.42299)
C (3.02256, -1.81200, -0.06031)
C (3.87053, -2.00393, -1.16084)
C (3.33604, -1.24246, -2.19309)
Os (0.24576, -0.29793, 0.50435)
N (-0.15564, -0.55145, -2.35778)
N (-0.59178, -1.02705, -1.09078)
C (-1.77917, -1.69892, -1.29475)
C (-2.06470, -1.67018, -2.67765)
C (-1.03786, -0.94297, -3.27961)
H (-2.31997, -2.12105, -0.44488)
H (-0.83184, -0.66263, -4.30764)
H (-2.92024, -2.13266, -3.14089)
H (1.53249, 0.53354, -3.57969)
H (3.63920, -1.05530, -3.21414)
H (1.08703, 3.26470, -2.87104)
H (4.75978, -2.61391, -1.21157)
H (0.70561, 4.72577, -0.52441)
H (3.10622, -2.19447, 0.95159)
H (0.55412, 2.79269, 1.44979)
H (0.22241, -2.04911, 1.25302)
C (0.73776, -2.54621, 2.23461)
H (1.39594, -3.38990, 1.93000)
H (1.36078, -1.81320, 2.76823)
H (-0.08074, -2.83955, 2.92160)
F (-2.18532, 1.38950, -0.31589)
C (-2.24353, 1.16374, 1.03596)
C (-1.30886, 0.32101, 1.66988)
C (-1.41926, 0.17924, 3.07364)
F (-0.48891, -0.48153, 3.81672)
C (-2.44740, 0.79680, 3.77692)
F (-2.62036, 0.55799, 5.09439)
C (-3.33443, 1.64124, 3.12036)
F (-4.36072, 2.19964, 3.78741)
C (-3.22387, 1.84650, 1.73984)
F (-4.08213, 2.65361, 1.07439)

E_tot (Ha): -1559.6041
Frontier orbital gap (alpha / beta) (Ha): 0.26810 / 0.18417
ΔE to the lowest compared entry with this formula, charge and spin (kcal/mol): 0.0
Largest force on an atom (eV Å⁻¹): 4.625
Charge: +4
Multiplicity: 5
⟨S²⟩: 6.05

Atomic partial charges in e from the Löwdin method, atoms 1 to 6: atom 1 (C): -0.03, atom 2 (N): -0.14, atom 3 (N): 0.03, atom 4 (C): 0.08, atom 5 (C): 0.08, atom 6 (B): -0.39


[4]
Computed, not measured: a molecular structure, C16H14BF5N6Sn in a non-equilibrium geometry, with ωB97M-V with the def2-TZVPD basis set.

Element x y z (Å)
C (0.71035, 2.88164, 0.35437)
N (0.93556, 1.63888, -0.12217)
N (1.08863, 1.69641, -1.49615)
C (0.89179, 2.97622, -1.88481)
C (0.67594, 3.74983, -0.74216)
B (1.23302, 0.33538, -2.27985)
N (2.34711, -0.57641, -1.64736)
N (2.31328, -0.93434, -0.32598)
C (3.33986, -1.77782, -0.07709)
C (4.00627, -1.99854, -1.28689)
C (3.32771, -1.26399, -2.26106)
Sn (0.52222, -0.31073, 0.78698)
N (-0.09601, -0.52346, -2.18086)
N (-0.54650, -1.07000, -1.00376)
C (-1.71355, -1.72572, -1.26170)
C (-1.95526, -1.63621, -2.64346)
C (-0.90573, -0.89209, -3.18659)
H (-2.29722, -2.21289, -0.47531)
H (-0.62500, -0.57539, -4.18218)
H (-2.78584, -2.03722, -3.18868)
H (1.49177, 0.56592, -3.42035)
H (3.41192, -1.18913, -3.33890)
H (0.86256, 3.28159, -2.92807)
H (4.88124, -2.60050, -1.45560)
H (0.45734, 4.80600, -0.72019)
H (3.56121, -2.15644, 0.92004)
H (0.54464, 3.12073, 1.40878)
H (0.11609, -2.52818, 1.34311)
C (0.61943, -2.76418, 2.28493)
H (1.29169, -3.60798, 2.11939)
H (1.13530, -1.88882, 2.65576)
H (-0.12537, -3.08956, 3.01396)
F (-1.99917, 1.21178, -0.31211)
C (-2.25109, 0.98859, 1.01889)
C (-1.27291, 0.40713, 1.79945)
C (-1.42600, 0.46207, 3.18047)
F (-0.40715, 0.06487, 4.00251)
C (-2.57651, 1.00253, 3.75469)
F (-2.70125, 1.07862, 5.09630)
C (-3.58225, 1.50925, 2.92882)
F (-4.68190, 2.05581, 3.47788)
C (-3.43323, 1.50555, 1.54099)
F (-4.38300, 2.02080, 0.73393)

E_tot (Ha): -1683.2612
Frontier orbital gap (alpha / beta) (Ha): 0.16920 / 0.15018
Largest force on an atom (eV Å⁻¹): 4.471
Charge: +4
Multiplicity: 1

Atomic partial charges in e from the Löwdin method, atoms 1 to 6: atom 1 (C): -0.06, atom 2 (N): -0.12, atom 3 (N): 0.01, atom 4 (C): 0.05, atom 5 (C): 0.04, atom 6 (B): -0.41


[5]
Computed, not measured: a molecular structure, C16H14Cl4N3O3PtS3, with ωB97M-V with the def2-TZVPD basis set.

Element x y z (Å)
Pt (0.64016, 0.84553, -0.16375)
C (5.66843, 0.04110, -1.64066)
S (5.11251, -0.58610, -0.04383)
C (3.53866, 0.16438, 0.13470)
S (2.55766, 0.55969, -1.28292)
N (3.13406, 0.36504, 1.33324)
N (1.82176, 0.75521, 1.40080)
C (1.41207, 1.43226, 2.47816)
C (0.15582, 2.05658, 2.38334)
C (-0.52998, 2.67577, 3.45055)
C (-1.73358, 3.27655, 3.21758)
C (-2.27799, 3.27318, 1.91681)
C (-1.58299, 2.65981, 0.91236)
N (-0.38921, 2.07397, 1.12536)
H (6.63897, -0.42613, -1.79899)
H (5.79187, 1.12112, -1.62102)
H (5.00619, -0.25614, -2.44955)
H (2.06967, 1.51020, 3.33131)
H (-0.08633, 2.66286, 4.43686)
H (-2.26719, 3.75380, 4.02838)
H (-3.22316, 3.74957, 1.70280)
H (-1.94684, 2.62580, -0.10595)
Cl (-3.54475, 0.13180, -5.83043)
C (-2.50292, -0.41792, -4.60579)
C (-2.14573, -1.73599, -4.51859)
Cl (-2.73467, -2.87698, -5.62400)
C (-1.25087, -2.17941, -3.47572)
Cl (-0.83068, -3.78576, -3.34780)
C (-0.67669, -1.27225, -2.50165)
O (0.10386, -1.64625, -1.63761)
C (-1.09980, 0.14776, -2.59130)
O (-0.71264, 1.02730, -1.79089)
C (-1.99766, 0.53026, -3.64928)
Cl (-2.44309, 2.13507, -3.73970)
C (-1.70782, -2.02275, 3.12992)
S (-0.34852, -1.64977, 2.04370)
C (-0.22310, -3.22178, 1.21062)
O (-0.93351, -0.68915, 1.02703)
H (-2.57356, -2.29490, 2.52702)
H (-1.91361, -1.12484, 3.70886)
H (-1.42080, -2.83632, 3.79641)
H (0.25991, -3.93744, 1.87597)
H (0.39944, -3.04856, 0.33482)
H (-1.21337, -3.56617, 0.91282)

E_tot (Ha): -4162.3738
Frontier orbital gap (alpha / beta) (Ha): 0.21341 / 0.15053
ΔE to the lowest compared entry with this formula, charge and spin (kcal/mol): 1.6
Largest force on an atom (eV Å⁻¹): 0.501
Charge: +1
Multiplicity: 5
⟨S²⟩: 6.05

Atomic partial charges in e from the Löwdin method, atoms 1 to 6: atom 1 (Pt): 1.13, atom 2 (C): -0.42, atom 3 (S): 0.87, atom 4 (C): -1.04, atom 5 (S): 0.64, atom 6 (N): -0.05


[6]
Computed, not measured: a molecular structure, C16H14Cl5GaN6S5 in a non-equilibrium geometry, with ωB97M-V with the def2-TZVPD basis set.

Element x y z (Å)
Ga (-0.33812, 0.07504, -0.16450)
S (-1.98551, 1.71238, 0.34957)
S (-2.93606, 1.09639, -1.28695)
S (0.39602, 2.76614, -1.89941)
S (0.52894, 0.24918, -3.53433)
N (-0.46341, 2.45030, -5.02013)
C (-1.59634, 1.89323, -5.01119)
C (-2.24103, 1.49780, -3.74632)
N (-1.72815, 1.32105, -2.58353)
C (-0.31778, 1.11671, -2.19880)
C (1.46811, -0.83885, -2.56353)
N (1.40720, -1.04329, -1.26936)
C (2.44817, -1.93004, -0.98726)
C (3.10279, -2.24539, -2.12362)
N (2.46685, -1.54417, -3.12769)
H (-0.19266, 2.74522, -5.95681)
H (-2.23436, 1.77028, -5.88846)
H (-3.32772, 1.46115, -3.77685)
H (2.62506, -2.29812, 0.00565)
H (3.93550, -2.89722, -2.31309)
H (2.70644, -1.53722, -4.10369)
C (2.19002, -0.19537, 2.83969)
N (-0.37244, 0.19648, 3.08409)
C (-0.43623, 1.43834, 3.82135)
C (0.41467, 2.66190, 3.44105)
N (0.43261, 2.96747, 2.00826)
C (1.36958, 2.46679, 1.28126)
S (1.73271, 2.20100, -0.25919)
H (2.16647, 0.60443, 3.54805)
H (3.00366, -0.84888, 2.58882)
H (1.45593, -1.25997, 0.97494)
H (-0.21714, 1.27609, 4.88739)
H (-1.48831, 1.72610, 3.74646)
H (1.45708, 2.53555, 3.71883)
H (0.00327, 3.51478, 3.98473)
H (-0.39311, 3.40296, 1.59914)
Cl (0.69684, -0.54986, 2.22183)
C (0.78977, -2.22884, 1.89414)
C (-1.31861, -1.57912, 0.37900)
C (-2.51373, -1.81439, 0.95346)
Cl (-4.02171, -1.00137, 0.73913)
C (-2.51396, -2.97749, 1.84944)
Cl (-3.88199, -3.56714, 2.67966)
C (-1.29049, -3.48917, 1.86550)
Cl (-0.77035, -4.88933, 2.67229)
C (-0.39076, -2.64260, 0.99017)
Cl (0.17230, -3.76893, -0.30916)

E_tot (Ha): -7162.6871
Frontier orbital gap (Ha): 0.16165
ΔE to the lowest compared entry with this formula, charge and spin (kcal/mol): 515.5
Largest force on an atom (eV Å⁻¹): 5.314
Multiplicity: 1

Atomic partial charges in e from the Löwdin method, atoms 1 to 6: atom 1 (Ga): 0.22, atom 2 (S): 0.28, atom 3 (S): 0.52, atom 4 (S): 0.49, atom 5 (S): 0.97, atom 6 (N): 0.10